C24H22N2O2 | the ωB97M-V functional and the def2-TZVPD basis

Results
- Orbital gap: 8.0 eV
- ΔE to the lowest compared entry with this formula, charge and spin: 47.55 kcal per mole
- SMILES: CN(C)c1ccc(C2(N3CCOC3=O)c3ccccc3-c3ccccc32)cc1
- Molecular weight: 370.45 g/mol

Positions of all 50 atoms, in Å:
C (1.86, -2.59, -0.53)
C (1.98, -3.79, 0.36)
O (0.83, -3.77, 1.25)
C (0.04, -2.74, 0.94)
O (-1.03, -2.55, 1.54)
N (0.62, -1.97, -0.09)
H (2.71, -1.89, -0.45)
H (1.80, -2.91, -1.58)
H (1.95, -4.75, -0.16)
H (2.87, -3.72, 1.00)
C (0.76, 3.02, 4.76)
N (0.26, 3.33, 3.43)
C (-0.02, 4.74, 3.20)
C (0.25, 2.40, 2.42)
C (-0.05, 1.05, 2.72)
C (-0.27, 0.16, 1.69)
C (0.13, 0.41, 0.38)
C (0.01, -0.72, -0.63)
C (0.60, -0.51, -1.99)
C (-0.27, -1.01, -2.98)
C (0.11, -1.01, -4.31)
C (1.39, -0.56, -4.65)
C (2.22, 0.01, -3.68)
C (1.80, 0.08, -2.35)
C (-1.56, -1.31, -2.35)
C (-1.46, -1.04, -0.98)
C (-2.62, -1.01, -0.22)
C (-3.84, -1.39, -0.80)
C (-3.92, -1.72, -2.15)
C (-2.78, -1.63, -2.96)
C (0.52, 1.73, 0.08)
C (0.52, 2.71, 1.06)
H (0.80, 1.94, 4.93)
H (1.77, 3.43, 4.90)
H (0.10, 3.49, 5.51)
H (-0.85, 4.84, 2.49)
H (-0.31, 5.18, 4.17)
H (0.86, 5.28, 2.82)
H (-0.22, 0.73, 3.74)
H (-0.77, -0.77, 1.94)
H (-0.60, -1.39, -5.05)
H (1.74, -0.64, -5.68)
H (3.19, 0.42, -3.95)
H (2.37, 0.61, -1.59)
H (-2.60, -0.67, 0.80)
H (-4.73, -1.40, -0.18)
H (-4.88, -2.04, -2.59)
H (-2.81, -1.81, -4.02)
H (0.75, 2.00, -0.95)
H (0.78, 3.73, 0.78)

These are the Löwdin partial charges, in e, on atoms 1 to 2: -0.109 -0.103